Record 1
A structure of composition C38H47BF4N4OP3Pm, computed with ωB97M-V with the def2-TZVPD basis set.

Structure (XYZ):
```
99
Properties=species:S:1:pos:R:3:forces:R:3
Pm 1.740911 0.117004 -0.699895 -0.1128 0.0130 0.4431
C -0.905714 -3.490416 -0.225241 -0.9759 0.2950 -0.3715
N -1.267683 -2.915005 1.063317 0.7251 0.2756 1.2409
C -0.098972 -2.750598 1.970782 -0.1769 0.3948 0.2932
P 0.470680 -0.987024 1.914178 -0.0890 0.4045 -0.1035
C 2.303800 -0.991416 1.894851 0.4450 -1.1204 -2.3857
C 3.037632 0.155718 2.176484 1.1887 0.3408 -0.0462
C 4.307533 0.463411 1.597819 -1.4759 -1.3283 -0.2116
C 4.795540 -0.346274 0.559604 0.1444 0.2917 0.8614
C 4.086333 -1.481710 0.206808 -1.3623 -1.9420 0.7626
C 2.878364 -1.863648 0.883579 0.1113 0.5829 -0.2940
C -0.064865 -0.110575 3.417750 -0.0211 1.6473 -1.8578
C 0.085031 -0.634833 4.670428 -1.1029 0.6483 1.2132
C -0.460106 0.069096 5.748538 0.5749 1.1241 -1.6578
C -0.998617 1.367587 5.527367 0.2982 -1.2263 2.2860
C -1.042667 1.973335 4.296646 -0.5253 -0.2054 -0.9905
C -0.597943 1.211510 3.233639 0.2646 -1.2336 -0.1800
C -2.368282 -3.530263 1.808238 0.6865 -0.0358 0.3122
C -3.376913 -2.734261 2.371666 0.5514 1.5035 -1.0624
C -4.357403 -3.309132 3.137899 -1.1132 0.2040 0.3049
C -4.348423 -4.684604 3.292381 -1.4809 -0.2292 0.8532
C -3.364099 -5.471480 2.763011 0.4174 -0.7486 -0.0950
C -2.289982 -4.889590 2.121650 -0.8142 0.8791 -0.6235
P -0.031249 -2.291931 -1.411603 -0.5212 0.8271 1.3618
C 0.488395 -3.370123 -2.717111 -0.1513 -0.2531 0.3548
C 1.749685 -3.904872 -2.583407 1.2757 -0.8385 -1.1981
C 2.175927 -4.929728 -3.474982 0.4866 0.8709 0.7660
C 1.307047 -5.373925 -4.445051 -0.3542 -1.1350 -0.8125
C -0.011048 -4.943959 -4.470412 -0.0822 1.2641 0.8009
C -0.402490 -3.901017 -3.623072 1.0938 -1.6097 -0.8363
C -1.378261 -1.234509 -2.068685 1.2955 -0.3729 -0.7486
C -0.987743 -0.426301 -3.165247 -2.5517 -0.1632 0.8187
C -1.972546 0.309627 -3.832181 0.5779 0.2576 -0.0049
C -3.294896 0.200259 -3.460350 -0.0300 0.1145 -0.4498
C -3.634143 -0.614765 -2.392463 -0.8420 1.7070 -0.0843
C -2.699721 -1.276872 -1.652617 0.2875 -0.0767 -0.4679
H -1.879258 -3.699903 -0.728874 0.7962 -0.2237 0.1483
H -0.300200 -4.415654 -0.177835 -0.1467 0.2554 -0.0299
H 0.739457 -3.409671 1.723650 -0.0760 -0.0854 -0.0646
H -0.345693 -2.946895 3.036148 -0.1520 -0.0515 -0.7662
H 2.630143 0.815232 2.912653 -0.1224 0.5008 0.3649
H 4.867112 1.289453 1.982353 0.1832 0.4446 -0.0379
H 5.767028 -0.159381 0.119786 -0.1495 0.1645 -0.1379
H 4.453991 -2.228652 -0.508969 0.0665 0.6964 0.0745
H 2.304999 -2.757212 0.499890 0.8943 0.9768 0.6583
H 0.525205 -1.581374 4.867716 0.3721 -0.7379 -0.0850
H -0.322562 -0.379270 6.707026 -0.3679 0.1793 0.6924
H -1.348435 1.828899 6.443865 -0.1958 0.3979 -0.2694
H -1.547314 2.923077 4.023157 0.5503 -0.5595 0.8492
H -0.741298 1.651784 2.254634 0.3045 -0.3686 -0.2527
H -3.430131 -1.628239 2.175413 0.3156 -1.2361 0.0654
H -5.212770 -2.705002 3.527272 1.0030 -0.5738 -0.2469
H -5.166413 -5.156642 3.847163 0.2796 0.1557 -0.2789
H -3.437081 -6.554614 2.791420 0.1056 0.1349 0.3995
H -1.466362 -5.489035 1.806304 0.4431 -0.3053 -0.3971
H 2.446916 -3.434976 -1.894567 0.0436 -0.3292 0.0620
H 3.188708 -5.354987 -3.435902 -0.4885 0.4149 0.1026
H 1.595350 -6.118989 -5.209939 0.0859 0.4046 0.7546
H -0.756905 -5.376172 -5.105241 -0.0384 -0.1671 -0.4842
H -1.386572 -3.577698 -3.671007 -1.7478 0.7192 -0.0143
H -0.015946 -0.397752 -3.541860 1.5511 -0.0788 -0.3461
H -1.700009 1.023056 -4.604270 0.0846 -0.3117 -0.1245
H -4.053042 0.760626 -4.014963 0.1935 -0.2092 0.3444
H -4.632521 -0.476044 -2.027398 -0.5462 -0.6672 0.0941
H -3.065593 -1.820397 -0.819074 0.1753 -0.5506 0.7993
F 1.762409 0.917078 -2.913135 0.1314 0.3715 0.0749
B 3.213134 0.560744 -2.985503 -0.3248 0.1334 -0.7243
F 3.774745 0.954810 -4.117407 0.1300 0.1192 0.1660
F 3.721433 1.128285 -1.766591 -0.1106 -0.0139 -0.1471
F 3.128530 -0.820762 -2.765893 0.1680 -0.4027 0.5054
C -1.839968 2.284269 -0.688194 0.7175 1.2076 0.2600
N -0.941712 3.369546 -1.143973 0.5711 -0.4408 0.9364
C -1.500725 4.318303 -2.063843 0.1991 1.0387 -0.3947
P 0.517331 3.567141 -0.369944 -1.8666 -1.1493 0.7842
O 1.149441 2.178802 -0.205448 -0.0116 -0.4418 0.1802
N 1.336167 4.596534 -1.229721 0.3859 0.4609 -2.1743
C 2.195931 5.612522 -0.674336 2.1985 -0.4570 -0.2829
C 1.506756 4.364008 -2.690804 0.5230 -1.0813 0.9012
N 0.346492 4.204570 1.124980 -0.7535 0.6711 0.2344
C 1.298527 4.017443 2.208087 2.8976 -1.3668 -2.7275
C -0.539755 5.459905 1.195317 3.6046 -1.2286 0.0717
H -1.644468 1.391220 -1.211161 0.4178 -1.3153 -0.5039
H -2.876830 2.495524 -0.881862 -0.3720 0.5608 0.0008
H -1.689595 2.175804 0.374738 -0.1837 -0.3819 0.3790
H -2.471187 4.677943 -1.720321 0.0830 0.2214 0.1269
H -1.656350 3.897831 -3.044212 -0.0845 -0.4509 -0.4460
H -0.797475 5.154350 -2.223463 -0.6284 -0.2160 0.3085
H 2.117319 5.681216 0.403545 -0.3477 0.2434 -0.0810
H 2.063628 6.569793 -1.169477 -0.2377 0.1398 0.0907
H 3.270103 5.300536 -0.857256 -0.9653 0.4372 0.1077
H 0.906728 3.556851 -3.118222 0.1985 -0.3526 0.6907
H 2.560658 4.198108 -2.905208 0.0205 -0.0556 -0.0906
H 1.152002 5.184234 -3.220401 -0.2807 1.9280 -0.8775
H 1.627644 2.964886 2.338345 -0.6510 0.4433 -0.2175
H 0.950538 4.358815 3.090731 -1.5777 0.9815 2.8663
H 2.272764 4.552326 2.060819 -0.6649 -0.1126 -0.1153
H -0.292675 6.118765 0.367498 -0.3579 0.2278 0.1215
H -0.319321 5.882760 2.155296 0.1362 0.6616 0.2709
H -1.486122 5.093514 1.234111 -3.0223 -0.4965 -0.3598
```
Positions in Å, forces in eV/Å.

Values from the calculation:
HOMO energy (spin up / spin down), eV: -13.382 / -13.380
Net charge: +2
2S+1: 5
Calculated total energy, eV: -104140.153
Frontier orbital gap (spin up / spin down), eV: 7.6 / 7.8
<S²>: 6.004

Listed below, in e, are the Löwdin charges computed for each atom: atom 1 (Pm): 1.7409, atom 2 (C): -0.2876, atom 3 (N): -0.2079, atom 4 (C): -0.2933, atom 5 (P): 1.0397, atom 6 (C): -0.4160, atom 7 (C): -0.1076, atom 8 (C): -0.0054, atom 9 (C): -0.0678, atom 10 (C): -0.1187, atom 11 (C): -0.1823, atom 12 (C): -0.3712, atom 13 (C): -0.0909, atom 14 (C): -0.0249, atom 15 (C): -0.0478, atom 16 (C): -0.0771, atom 17 (C): -0.1042, atom 18 (C): -0.2573, atom 19 (C): -0.0403, atom 20 (C): -0.0814, atom 21 (C): -0.0843, atom 22 (C): -0.0707, atom 23 (C): -0.0226, atom 24 (P): 1.0007, atom 25 (C): -0.4210, atom 26 (C): -0.0974, atom 27 (C): -0.0434, atom 28 (C): -0.0668, atom 29 (C): -0.0360, atom 30 (C): -0.0630, atom 31 (C): -0.3794, atom 32 (C): -0.1069, atom 33 (C): -0.0624, atom 34 (C): -0.0614, atom 35 (C): -0.0666, atom 36 (C): -0.0871, atom 37 (H): 0.1139, atom 38 (H): 0.1054, atom 39 (H): 0.0867, atom 40 (H): 0.1096, atom 41 (H): 0.1005, atom 42 (H): 0.1209, atom 43 (H): 0.1350, atom 44 (H): 0.1328, atom 45 (H): 0.0929, atom 46 (H): 0.1069, atom 47 (H): 0.1080, atom 48 (H): 0.1146, atom 49 (H): 0.1289, atom 50 (H): 0.0647, atom 51 (H): 0.1269, atom 52 (H): 0.1296, atom 53 (H): 0.1208, atom 54 (H): 0.1196, atom 55 (H): 0.1113, atom 56 (H): 0.0782, atom 57 (H): 0.1205, atom 58 (H): 0.1295, atom 59 (H): 0.1120, atom 60 (H): 0.0926, atom 61 (H): 0.0741, atom 62 (H): 0.1187, atom 63 (H): 0.1246, atom 64 (H): 0.1156, atom 65 (H): 0.0932, atom 66 (F): -0.0506, atom 67 (B): -1.2276, atom 68 (F): 0.2758, atom 69 (F): 0.0461, atom 70 (F): 0.1015, atom 71 (C): -0.0442, atom 72 (N): -0.2634, atom 73 (C): -0.1003, atom 74 (P): 0.5330, atom 75 (O): -0.4546, atom 76 (N): -0.2905, atom 77 (C): -0.0694, atom 78 (C): -0.0467, atom 79 (N): -0.2712, atom 80 (C): -0.0952, atom 81 (C): 0.0031, atom 82 (H): 0.0350, atom 83 (H): 0.0970, atom 84 (H): 0.0634, atom 85 (H): 0.0968, atom 86 (H): 0.0842, atom 87 (H): 0.0827, atom 88 (H): 0.0603, atom 89 (H): 0.1017, atom 90 (H): 0.1182, atom 91 (H): 0.0883, atom 92 (H): 0.1031, atom 93 (H): 0.0682, atom 94 (H): 0.0726, atom 95 (H): 0.0451, atom 96 (H): 0.0972, atom 97 (H): 0.0854, atom 98 (H): 0.0888, atom 99 (H): 0.0475

***

Record 2
A cluster of 3 separate species, C4H15NO2 in total, computed with ωB97M-V with the def2-TZVPD basis set.

Structure (XYZ):
```
22
Properties=species:S:1:pos:R:3:forces:R:3
C -1.522766 -1.602094 0.735726 -0.1650 0.7076 -0.2703
C -1.308472 -0.101142 1.064096 0.2635 -0.5446 -0.2078
C 0.076897 0.426204 0.665775 -1.1106 -0.4213 0.6866
N 0.349518 0.226937 -0.738512 0.2191 0.6323 -0.1995
C 1.585636 0.878130 -1.147934 0.5574 0.0742 0.3021
H -2.220440 -1.666988 -0.099285 -0.0839 -0.2853 0.0989
H -0.612052 -2.101791 0.434123 0.2665 -0.0686 0.0651
H -1.913720 -2.134323 1.594032 -0.1915 -0.1587 0.0389
H -2.092694 0.468271 0.565062 0.0688 0.1993 0.0388
H -1.415722 0.053350 2.135436 -0.0653 0.1031 0.1195
H 0.092414 1.477738 0.941824 0.2374 0.2823 -0.3710
H 0.784164 -0.082394 1.323391 0.3397 0.1229 -0.1533
H 0.405814 -0.759465 -0.949110 -0.0851 -0.0695 0.0568
H 1.473255 1.963420 -1.140240 -0.1282 -0.0213 -0.0498
H 2.447890 0.653042 -0.500563 -0.1409 -0.1072 0.1134
H 1.874981 0.575151 -2.143166 -0.1220 -0.0516 -0.3769
O -0.874885 2.492799 -2.334229 -0.1797 0.0840 0.0399
H -1.836702 2.449095 -2.373117 0.1344 0.0281 -0.0197
H -0.619874 1.733581 -1.786363 -0.0211 -0.2662 -0.0146
O 1.509238 -2.198577 1.708455 0.4247 -0.3245 0.5426
H 1.769325 -1.452791 2.261792 -0.0577 0.0686 -0.1317
H 1.868764 -2.948732 2.205313 -0.1607 0.0163 -0.3080
```
Positions in Å, forces in eV/Å.

Values from the calculation:
HOMO energy, eV: -9.131
2S+1: 1
Calculated total energy, eV: -9976.105
Frontier orbital gap, eV: 9.7
ΔE to the lowest compared entry with this formula, charge and spin, eV: 0.982

Listed below, in e, are the Löwdin charges computed for each atom: atom 1 (C): -0.1056, atom 2 (C): -0.2247, atom 3 (C): -0.2717, atom 4 (N): -0.1263, atom 5 (C): -0.1332, atom 6 (H): 0.0673, atom 7 (H): 0.0381, atom 8 (H): 0.0640, atom 9 (H): 0.0967, atom 10 (H): 0.0978, atom 11 (H): 0.1197, atom 12 (H): 0.0773, atom 13 (H): 0.1050, atom 14 (H): 0.0778, atom 15 (H): 0.0795, atom 16 (H): 0.0797, atom 17 (O): -0.0786, atom 18 (H): 0.0296, atom 19 (H): -0.0179, atom 20 (O): -0.0587, atom 21 (H): 0.0335, atom 22 (H): 0.0505